{"formula": "C49H42F15GeO3PS3Zn", "method": "wB97M-V/def2-TZVPD", "species": ["Ge", "Zn", "S", "S", "S", "P", "F", "F", "F", "F", "F", "F", "F", "F", "F", "F", "F", "F", "F", "F", "F", "O", "O", "O", "C", "C", "C", "C", "C", "C", "C", "C", "C", "C", "C", "C", "C", "C", "C", "C", "C", "C", "C", "C", "C", "C", "C", "C", "C", "C", "C", "C", "C", "C", "C", "C", "C", "C", "C", "C", "C", "C", "C", "C", "C", "C", "C", "C", "C", "C", "C", "C", "C", "H", "H", "H", "H", "H", "H", "H", "H", "H", "H", "H", "H", "H", "H", "H", "H", "H", "H", "H", "H", "H", "H", "H", "H", "H", "H", "H", "H", "H", "H", "H", "H", "H", "H", "H", "H", "H", "H", "H", "H", "H", "H"], "xyz": [[-0.66, 2.66, -2.75], [-1.37, -2.29, -0.72], [-3.39, -1.17, -0.73], [-1.94, -3.89, 0.87], [0.42, -0.53, -0.27], [0.88, -0.80, 1.69], [-4.30, 3.73, -6.59], [-2.61, 3.13, -0.43], [-0.03, 4.97, 3.07], [-5.14, 6.12, -5.59], [3.40, 1.89, -6.04], [1.96, 5.52, 1.23], [1.82, 4.55, -1.14], [1.57, 1.24, -4.19], [-3.88, 7.29, -3.42], [-1.99, 5.82, -2.13], [0.44, 5.76, -3.63], [-2.27, 2.44, -5.38], [-2.41, 3.78, 2.12], [3.99, 4.59, -6.50], [2.40, 6.43, -5.22], [-1.85, -3.26, -4.20], [-0.51, -2.67, -2.49], [1.33, -4.20, -1.81], [-4.14, -3.72, 2.38], [-3.73, 4.27, -5.49], [-1.03, 0.68, 5.02], [-5.30, -3.18, 2.90], [2.14, 5.13, -5.06], [2.30, 0.33, 2.08], [-5.21, -1.42, 1.27], [-0.21, 4.66, 1.76], [-1.41, 3.57, -0.02], [-1.37, 4.04, 1.29], [1.32, -2.60, 1.86], [1.46, -7.03, -4.07], [-2.10, 4.04, -3.65], [0.02, -4.66, -3.71], [-5.82, -2.03, 2.34], [-0.17, -0.39, 4.33], [1.93, -4.40, 3.58], [2.72, 2.85, -5.38], [0.48, -6.72, -5.01], [3.07, 2.68, 2.73], [-0.21, -5.51, -4.81], [0.89, 3.44, -3.85], [3.91, 1.59, 0.56], [1.05, -5.03, -2.84], [0.68, 4.40, -0.45], [1.17, 4.75, -4.16], [-2.72, 0.58, 3.07], [2.12, -5.16, 2.29], [-2.50, 0.52, 4.61], [1.72, 2.54, -4.47], [2.98, 4.21, -5.67], [0.79, 4.90, 0.83], [3.45, 0.21, 1.00], [1.90, 1.79, 2.32], [1.08, -3.14, 3.32], [-0.55, -0.50, 2.79], [-2.56, 5.26, -3.22], [-3.57, 6.01, -3.85], [-1.43, 0.67, 2.31], [4.27, 2.65, 1.66], [2.74, -2.88, 1.31], [-4.13, 5.50, -4.99], [-4.02, -1.96, 0.74], [-3.46, -3.12, 1.37], [1.72, -6.22, -2.99], [-0.87, -3.41, -3.48], [-2.72, 3.59, -4.80], [-0.38, 3.69, -0.93], [3.00, -4.37, 1.29], [-5.54, -0.42, 0.94], [-3.14, 1.26, 5.12], [4.09, -4.57, 1.47], [-3.35, 1.40, 2.72], [4.84, 1.44, -0.06], [4.25, -0.40, 1.45], [0.76, -3.41, -2.00], [2.69, -0.06, 3.04], [1.40, -5.00, 4.31], [-6.72, -1.51, 2.67], [3.51, -2.37, 1.87], [5.18, 2.37, 2.14], [0.33, -7.34, -5.89], [-1.01, 1.65, 2.53], [4.36, 3.56, 1.15], [2.72, 3.74, 2.81], [-0.98, -5.23, -5.48], [1.20, 1.88, 3.11], [0.04, -3.50, 3.45], [3.41, 2.28, 3.68], [2.85, -2.52, 0.29], [-3.67, -4.57, 2.83], [-0.33, -1.35, 4.83], [3.13, 2.01, -0.10], [2.75, -4.73, 0.28], [1.12, -5.28, 1.81], [3.07, -0.27, 0.11], [-0.67, 1.63, 4.71], [-0.97, 0.52, 6.10], [2.51, -6.16, 2.47], [-3.20, -0.37, 2.77], [2.48, -6.47, -2.27], [1.28, -2.34, 4.04], [2.02, -7.91, -4.21], [-1.57, 0.58, 1.21], [2.90, -4.17, 3.98], [-1.19, -1.41, 2.60], [-2.92, -0.47, 4.97], [0.88, -0.13, 4.37], [1.38, 2.16, 1.42], [0.62, -3.08, 1.07], [-5.70, -3.64, 3.83]], "lowdin_charge": [1.1376, 0.1614, 0.5561, 0.5674, 0.3846, 0.6866, 0.0849, 0.0766, 0.0804, 0.1040, 0.0893, 0.0606, 0.0836, 0.0573, 0.0584, 0.0688, 0.0836, 0.0332, 0.0867, 0.0855, 0.0933, 0.0594, -0.1789, 0.0281, -0.1945, -0.1338, -0.2003, -0.1292, -0.1650, -0.3770, -0.1789, -0.1355, -0.2740, -0.1411, -0.3938, -0.1154, -0.1551, -0.0356, -0.1427, -0.1788, -0.2062, -0.1306, -0.0964, -0.1437, -0.0244, -0.1997, -0.1971, -0.2802, -0.2596, -0.2339, -0.1805, -0.1998, -0.1742, -0.2707, -0.1127, -0.1421, -0.2190, -0.2170, -0.1799, -0.3666, -0.2344, -0.1108, -0.2436, -0.1420, -0.2220, -0.1743, -0.6907, -0.6987, -0.0324, -0.5503, -0.2261, -0.1802, -0.1966, 0.0982, 0.0992, 0.1188, 0.1101, 0.1208, 0.1066, 0.0350, 0.1115, 0.0999, 0.0844, 0.0878, 0.0832, 0.0875, 0.0836, 0.0778, 0.0981, 0.0932, 0.0786, 0.1113, 0.0983, 0.1022, 0.0726, 0.0988, 0.1108, 0.0949, 0.1191, 0.0480, 0.0917, 0.1061, 0.0995, 0.0973, 0.1039, 0.0800, 0.0743, 0.0758, 0.0984, 0.1206, 0.1225, 0.0790, 0.1085, 0.0576, 0.0930], "homo_lumo_gap_ev": 6.159, "relative_energy_ev": 0.088, "energy_ev": -245131.886, "total_charge": -2, "homo_energy_ha": -0.092}

---

{"formula": "C49H42F3O21PS", "method": "wB97M-V/def2-TZVPD", "species": ["S", "P", "F", "F", "F", "O", "O", "O", "O", "O", "O", "O", "O", "O", "O", "O", "O", "O", "O", "O", "O", "O", "O", "O", "O", "O", "C", "C", "C", "C", "C", "C", "C", "C", "C", "C", "C", "C", "C", "C", "C", "C", "C", "C", "C", "C", "C", "C", "C", "C", "C", "C", "C", "C", "C", "C", "C", "C", "C", "C", "C", "C", "C", "C", "C", "C", "C", "C", "C", "C", "C", "C", "C", "C", "C", "H", "H", "H", "H", "H", "H", "H", "H", "H", "H", "H", "H", "H", "H", "H", "H", "H", "H", "H", "H", "H", "H", "H", "H", "H", "H", "H", "H", "H", "H", "H", "H", "H", "H", "H", "H", "H", "H", "H", "H", "H", "H"], "xyz": [[7.26, -7.29, -3.82], [4.52, -7.07, -4.56], [8.06, -5.91, -1.69], [5.92, -6.61, -1.50], [7.72, -8.08, -1.34], [-1.20, -5.07, -1.55], [-7.10, 5.39, 0.66], [0.26, 12.71, -2.32], [8.59, -6.71, -4.23], [-3.83, 1.90, 2.80], [-4.08, -0.63, -1.74], [3.91, 1.06, 1.96], [7.36, -8.76, -4.14], [3.50, 3.75, -1.84], [4.07, 7.06, 2.26], [-6.75, 5.07, 5.90], [6.11, -6.46, -4.70], [1.74, -4.42, -1.82], [3.16, 8.27, -2.10], [3.62, -6.31, -3.31], [-2.82, -3.55, 2.35], [3.80, -6.67, -5.86], [-9.98, 9.83, 0.45], [2.59, -4.00, 1.07], [4.39, -8.74, -4.44], [-2.21, -0.25, 6.45], [-5.95, 4.60, 3.74], [-2.68, -2.80, 3.29], [-3.40, -2.50, -0.49], [3.94, 6.30, 1.32], [2.21, -0.49, 1.47], [-2.60, -2.08, -2.85], [1.66, 9.72, -1.01], [3.75, 6.81, -0.06], [4.62, -1.18, 1.77], [0.94, 10.84, -1.06], [2.49, 9.29, -2.15], [1.75, 11.26, -3.42], [2.89, -2.84, 1.27], [3.82, 4.00, 0.48], [-2.48, -3.31, 4.66], [-2.55, -0.50, 4.14], [3.61, -0.10, 1.75], [-2.68, -3.62, -0.44], [4.08, -9.20, -3.09], [-2.35, -1.01, 5.51], [3.61, 5.97, -1.09], [-4.63, 2.38, 4.97], [7.17, -6.97, -1.97], [-5.36, 3.17, 5.75], [3.63, 4.51, -0.90], [-9.31, 7.97, 1.71], [-5.21, 3.80, 2.96], [-1.88, -3.20, -2.80], [-7.76, 6.41, 0.62], [-1.86, -4.05, -1.60], [2.29, -5.97, -3.77], [1.88, -1.76, 1.25], [3.96, 4.83, 1.51], [-7.78, 7.26, -0.59], [2.40, -8.35, -0.39], [-3.42, -1.65, -1.70], [-9.32, 8.82, 0.50], [4.29, -2.45, 1.55], [-2.70, -1.33, 3.11], [-2.33, -2.48, 5.70], [-6.08, 4.34, 5.19], [2.48, 10.14, -3.36], [0.93, 11.69, -2.27], [2.54, -9.49, -2.82], [-4.50, 2.63, 3.52], [1.29, -5.56, -2.57], [2.26, -9.70, -1.24], [-8.59, 6.85, 1.76], [-8.50, 8.38, -0.65], [-7.17, 6.92, -1.43], [1.83, -8.67, -3.17], [0.33, 11.17, -0.23], [1.48, 0.31, 1.46], [0.31, -5.26, -3.08], [-8.52, 9.01, -1.52], [-9.92, 8.30, 2.54], [3.09, 9.81, -4.19], [1.38, -7.96, -0.02], [-4.01, -2.17, 0.34], [3.74, 7.88, -0.17], [-5.11, 3.97, 1.90], [1.69, -4.69, -0.87], [1.68, 9.09, -0.13], [2.94, -7.51, -0.94], [-2.65, -4.26, 0.43], [1.74, 11.89, -4.29], [5.64, -0.87, 1.98], [-5.47, 3.00, 6.81], [-2.19, -2.84, 6.71], [-2.56, 0.58, 4.02], [-1.27, -3.53, -3.64], [4.10, 4.47, 2.52], [2.21, -10.44, -3.38], [-8.57, 6.21, 2.64], [3.47, 6.32, -2.10], [-2.47, -4.38, 4.78], [1.23, -10.18, -1.14], [1.76, -6.82, -4.32], [4.47, -8.54, -2.26], [5.02, -3.25, 1.57], [2.99, -8.61, 0.56], [-2.84, -0.97, 2.09], [4.63, -10.21, -2.97], [-4.11, 1.51, 5.36], [3.03, -10.46, -0.89], [3.83, 2.92, 0.60], [-6.47, 5.46, 3.35], [2.29, -5.09, -4.50], [-2.62, -1.44, -3.73], [0.86, -2.07, 1.05], [1.02, -6.46, -1.91]], "lowdin_charge": [0.8114, 0.6644, 0.0844, 0.0998, 0.1136, 0.0805, 0.0952, 0.1119, -0.2783, 0.0882, 0.1044, 0.0933, -0.2684, 0.1027, 0.0943, 0.1066, -0.2729, -0.0862, 0.0386, -0.2357, 0.0788, -0.2854, 0.1118, 0.0943, -0.1916, 0.1054, 0.0255, -0.3564, 0.0171, -0.3828, 0.0307, 0.0256, 0.0336, 0.0148, 0.0291, 0.0293, -0.3416, 0.0256, -0.3715, 0.0219, 0.0272, 0.0182, -0.3723, 0.0233, -0.2369, -0.3807, 0.0260, 0.0310, -0.4731, 0.0315, -0.3753, 0.0283, 0.0326, 0.0293, -0.3791, -0.3555, -0.2061, 0.0304, 0.0244, 0.0232, -0.1205, -0.3860, -0.3858, 0.0294, 0.0376, 0.0256, -0.3824, 0.0307, -0.3855, -0.1695, -0.3620, -0.2320, -0.2272, 0.0188, 0.0243, 0.1232, 0.0996, 0.1251, 0.1248, 0.1019, 0.1240, 0.1254, 0.1243, 0.0800, 0.1116, 0.0966, 0.1173, 0.0664, 0.1212, 0.0587, 0.0952, 0.1242, 0.1249, 0.1256, 0.1237, 0.0917, 0.1196, 0.1219, 0.1235, 0.1147, 0.1043, 0.1235, 0.1068, 0.1254, 0.0982, 0.1239, 0.0800, 0.1159, 0.1458, 0.1006, 0.1027, 0.0910, 0.0976, 0.1385, 0.1233, 0.1212, 0.1121], "homo_lumo_gap_ev": 7.895, "energy_ev": -122756.849, "homo_energy_ha": -0.363}